Record 1
A structure of composition C40H119LiO20 at a distorted geometry, computed with the ωB97M-V functional and the def2-TZVPD basis.

LUMO level (Ha): 0.0148
HOMO energy (eV): -8.34
Calculated total energy (a.u.): -3107.5549

CARTESIAN COORDINATES (ANGSTROEM)
Li 0.260 -8.706 28.670
C -0.945 -10.131 26.006
C -0.331 -8.756 25.892
O 0.565 -8.502 26.924
H -0.240 -10.866 25.656
H -1.852 -10.128 25.402
H -1.204 -10.349 27.056
H -1.168 -7.985 25.991
H 0.116 -8.603 24.880
C -1.263 -4.122 29.702
C -1.365 -5.016 28.485
O -2.416 -5.997 28.578
H -1.123 -4.705 30.600
H -2.211 -3.581 29.824
H -0.459 -3.313 29.619
H -0.456 -5.465 28.207
H -1.664 -4.410 27.634
H -2.888 -5.921 27.751
C 3.266 -4.131 26.555
C 1.904 -4.593 27.157
O 1.139 -5.551 26.302
H 2.928 -3.731 25.563
H 3.785 -5.033 26.361
H 3.796 -3.459 27.172
H 1.247 -3.712 27.338
H 2.050 -5.014 28.162
H 1.144 -6.479 26.634
C 5.026 -8.755 25.782
C 3.688 -8.227 26.247
O 2.850 -9.330 26.504
H 5.435 -9.583 26.419
H 5.834 -7.996 25.646
H 4.928 -9.277 24.791
H 3.239 -7.663 25.426
H 3.830 -7.622 27.100
H 1.904 -8.922 26.621
C -1.120 -16.657 23.253
C -2.443 -16.493 24.072
O -2.268 -16.777 25.435
H -0.491 -15.736 23.337
H -1.339 -16.846 22.222
H -0.494 -17.476 23.627
H -3.173 -17.118 23.586
H -2.828 -15.476 24.099
H -2.046 -17.686 25.500
C -3.698 -8.909 28.213
C -2.608 -9.440 29.150
O -1.650 -8.455 29.281
H -4.504 -9.607 27.941
H -3.253 -8.504 27.296
H -4.253 -8.080 28.664
H -2.162 -10.448 28.926
H -3.180 -9.619 30.093
H -1.971 -7.609 28.984
C 5.030 -13.227 28.343
C 5.025 -11.916 27.651
O 3.868 -11.213 28.012
H 5.304 -13.049 29.421
H 5.647 -13.971 27.887
H 3.996 -13.572 28.228
H 5.125 -11.874 26.523
H 5.947 -11.441 27.899
H 3.566 -10.567 27.264
C -5.186 -8.346 24.209
C -3.831 -8.116 23.556
O -3.586 -9.281 22.679
H -5.431 -7.428 24.776
H -5.155 -9.202 24.873
H -5.877 -8.612 23.344
H -3.046 -7.879 24.295
H -3.961 -7.236 22.940
H -2.997 -9.012 21.966
C -5.693 -5.282 27.143
C -4.626 -4.863 26.185
O -3.654 -5.915 26.083
H -6.494 -4.540 27.374
H -5.215 -5.489 28.034
H -6.115 -6.211 26.899
H -4.254 -3.854 26.512
H -4.950 -4.658 25.167
H -2.867 -5.588 25.594
C 0.146 -11.714 30.697
C 1.324 -11.579 29.730
O 0.965 -10.480 28.805
H 0.122 -10.828 31.376
H 0.183 -12.546 31.370
H -0.786 -11.844 30.140
H 1.580 -12.518 29.176
H 2.168 -11.240 30.247
H 1.697 -10.621 28.198
C -4.159 -12.279 20.861
C -2.925 -12.919 21.512
O -2.487 -14.062 20.800
H -4.409 -11.398 21.355
H -5.027 -12.988 20.839
H -3.893 -12.005 19.840
H -3.088 -13.293 22.523
H -2.134 -12.216 21.506
H -2.319 -13.861 19.879
C -1.862 -3.481 23.279
C -0.871 -4.633 23.577
O -1.037 -5.105 24.940
H -1.729 -3.123 22.269
H -1.559 -2.723 23.999
H -2.895 -3.781 23.388
H 0.191 -4.267 23.548
H -0.951 -5.500 22.957
H -0.100 -5.272 25.320
C 5.244 -6.229 22.686
C 5.443 -5.074 21.768
O 4.559 -5.130 20.612
H 5.899 -6.437 23.551
H 5.309 -7.098 22.008
H 4.192 -6.212 22.977
H 6.508 -4.986 21.482
H 5.157 -4.186 22.191
H 4.946 -5.858 20.060
C 1.052 -8.230 18.289
C -0.411 -8.227 18.658
O -0.741 -8.991 19.820
H 1.682 -7.897 19.153
H 1.227 -7.410 17.554
H 1.454 -9.200 17.874
H -1.014 -8.532 17.751
H -0.721 -7.174 18.829
H -0.135 -9.774 19.881
C 5.682 -8.761 31.275
C 4.250 -8.834 30.869
O 4.119 -8.553 29.478
H 5.845 -9.145 32.295
H 6.040 -7.684 31.303
H 6.278 -9.308 30.540
H 3.750 -8.068 31.432
H 3.856 -9.830 31.020
H 4.315 -9.351 28.958
C 2.548 -15.992 20.902
C 2.387 -14.649 21.586
O 3.093 -14.822 22.839
H 2.155 -16.695 21.562
H 3.603 -16.205 20.893
H 2.128 -16.095 19.910
H 1.338 -14.500 21.931
H 2.800 -13.810 21.042
H 2.657 -14.363 23.538
C 0.589 -7.551 31.814
C 1.525 -6.854 30.841
O 1.674 -7.403 29.529
H 0.227 -6.934 32.666
H 0.904 -8.552 32.146
H -0.381 -7.753 31.323
H 2.477 -6.662 31.324
H 1.107 -5.833 30.718
H 2.673 -7.667 29.356
C 1.600 -9.404 22.772
C 0.806 -10.713 22.789
O 0.439 -10.951 21.369
H 2.367 -9.625 22.064
H 2.027 -9.158 23.721
H 1.005 -8.529 22.421
H -0.078 -10.813 23.396
H 1.521 -11.569 23.116
H 0.152 -11.886 21.421
C 6.790 -16.717 20.519
C 6.777 -15.612 21.515
O 5.858 -15.960 22.501
H 7.470 -16.505 19.648
H 5.771 -16.769 20.079
H 7.050 -17.647 20.956
H 6.426 -14.819 20.879
H 7.741 -15.184 21.830
H 5.155 -15.313 22.683
C 0.315 -13.632 26.539
C -1.026 -13.490 27.180
O -1.557 -14.748 27.576
H 0.771 -12.633 26.501
H 0.274 -14.020 25.535
H 0.928 -14.363 27.121
H -1.711 -13.005 26.446
H -0.893 -12.980 28.088
H -1.724 -15.279 26.789

---

Record 2
A cluster of 17 separate species, C40H121N7O19 in total at a distorted geometry, computed with the ωB97M-V functional and the def2-TZVPD basis.

LUMO level (Ha): 0.0074
HOMO energy (eV): -8.91
Calculated total energy (a.u.): -3409.1605

CARTESIAN COORDINATES (ANGSTROEM)
C 12.451 12.664 16.639
O 12.438 13.162 15.330
H 13.420 12.895 17.096
H 11.698 13.056 17.329
H 12.276 11.590 16.636
H 12.619 14.120 15.395
C 7.304 15.991 15.273
O 6.668 15.067 14.372
H 7.137 17.039 15.017
H 6.854 15.779 16.243
H 8.379 15.834 15.323
H 5.851 15.453 14.051
C 11.654 10.671 19.724
O 10.720 11.439 18.948
H 11.149 9.966 20.387
H 12.261 10.077 19.036
H 12.272 11.350 20.306
H 10.069 10.811 18.620
C 6.608 20.423 20.808
O 7.333 21.453 20.128
H 6.045 20.935 21.596
H 5.878 20.000 20.121
H 7.291 19.664 21.200
H 7.915 21.845 20.785
C 9.370 12.792 14.750
O 8.254 12.784 13.879
H 9.480 13.713 15.330
H 9.271 12.032 15.538
H 10.274 12.614 14.171
H 7.713 13.568 14.074
C 14.591 15.229 19.132
O 13.339 15.795 18.839
H 14.449 14.276 19.656
H 15.108 14.918 18.220
H 15.241 15.865 19.735
H 12.594 15.360 19.292
C 11.187 14.126 21.071
O 11.494 13.994 19.697
H 11.308 15.158 21.395
H 10.157 13.804 21.251
H 11.836 13.504 21.697
H 11.277 13.114 19.356
C 7.789 11.275 20.964
O 7.508 10.112 21.736
H 8.874 11.411 20.944
H 7.488 11.055 19.934
H 7.255 12.173 21.277
H 7.028 10.385 22.522
C 11.314 17.264 16.846
C 11.722 16.166 15.823
C 11.527 16.662 14.407
O 10.177 17.003 14.223
C 9.922 17.556 12.943
N 13.156 15.861 16.065
H 11.605 16.979 17.857
H 10.291 17.616 16.714
H 11.965 18.124 16.636
H 11.059 15.333 16.064
H 11.853 15.881 13.709
H 12.170 17.542 14.264
H 8.851 17.740 12.899
H 10.177 16.825 12.172
H 10.459 18.495 12.789
H 13.681 16.692 15.805
H 13.289 15.812 17.075
C 2.958 14.441 19.966
C 4.453 14.026 19.941
C 4.481 12.514 19.679
O 3.814 11.727 20.631
C 3.947 10.351 20.390
N 5.062 14.796 18.865
H 2.495 13.738 20.661
H 2.549 14.337 18.966
H 2.885 15.446 20.376
H 4.973 14.292 20.865
H 5.518 12.158 19.588
H 4.086 12.406 18.664
H 3.573 10.024 19.416
H 3.398 9.814 21.163
H 4.976 9.977 20.461
H 5.916 14.339 18.533
H 4.528 14.859 18.003
C 6.005 10.022 16.303
C 5.442 10.274 14.929
C 4.466 11.450 14.739
O 3.325 11.301 15.551
C 2.303 12.243 15.300
N 6.502 10.347 13.932
H 6.856 10.670 16.529
H 6.333 8.992 16.450
H 5.209 10.110 17.052
H 4.811 9.399 14.716
H 4.136 11.595 13.705
H 5.050 12.349 15.004
H 2.103 12.296 14.227
H 2.671 13.228 15.616
H 1.413 12.035 15.886
H 6.021 10.478 13.042
H 6.988 11.246 14.044
C 9.127 18.181 19.379
C 8.193 17.151 18.745
C 8.730 15.733 18.932
O 7.916 14.813 18.216
C 8.556 13.546 18.231
N 6.883 17.276 19.447
H 9.321 17.926 20.419
H 8.774 19.207 19.260
H 10.026 18.224 18.753
H 8.005 17.254 17.674
H 8.734 15.443 19.991
H 9.776 15.734 18.598
H 8.806 13.278 19.262
H 9.508 13.575 17.692
H 7.896 12.825 17.748
H 6.374 16.400 19.306
H 7.145 17.227 20.430
C 4.152 16.899 24.017
C 4.606 18.138 23.259
C 3.532 19.212 23.357
O 3.828 20.207 22.392
C 2.885 21.254 22.244
N 5.903 18.619 23.832
H 4.776 16.017 23.862
H 3.175 16.575 23.648
H 4.053 17.062 25.091
H 4.864 17.900 22.224
H 3.520 19.719 24.331
H 2.530 18.782 23.265
H 1.896 20.855 22.001
H 3.183 21.891 21.414
H 2.808 21.862 23.150
H 5.697 18.992 24.760
H 6.038 19.470 23.276
C 10.904 25.378 18.252
C 10.818 24.406 19.414
C 11.636 23.121 19.233
O 11.359 22.366 18.080
C 10.246 21.501 18.187
N 11.099 25.132 20.666
H 10.709 24.873 17.305
H 11.874 25.861 18.083
H 10.205 26.203 18.385
H 9.767 24.098 19.469
H 11.729 22.517 20.139
H 12.629 23.538 19.012
H 10.108 20.980 17.243
H 9.348 22.042 18.494
H 10.460 20.756 18.968
H 11.926 25.699 20.493
H 11.385 24.506 21.414
C 15.220 21.226 18.683
C 14.377 20.855 19.892
C 13.784 19.457 19.813
O 13.066 19.184 21.016
C 12.736 17.813 21.085
N 15.261 20.911 21.087
H 14.658 21.263 17.747
H 16.117 20.631 18.516
H 15.575 22.243 18.877
H 13.577 21.590 20.027
H 14.530 18.680 19.631
H 13.073 19.427 18.980
H 12.103 17.510 20.246
H 12.134 17.594 21.968
H 13.670 17.248 21.065
H 14.676 20.547 21.842
H 15.301 21.905 21.314
C 8.419 16.043 23.378
C 9.157 17.186 24.079
O 8.320 17.793 25.040
O 7.555 16.520 22.346
H 7.793 15.520 24.110
H 9.113 15.307 22.968
H 9.515 17.873 23.306
H 9.975 16.718 24.632
H 7.510 18.128 24.579
H 6.885 17.001 22.859
C 4.083 18.398 17.704
C 3.477 18.401 19.124
O 3.111 19.746 19.448
O 5.385 18.914 17.686
H 3.434 19.046 17.118
H 4.119 17.372 17.318
H 4.129 18.016 19.916
H 2.589 17.775 19.268
H 3.471 20.001 20.303
H 5.955 18.400 18.303

---

Record 3
A structure of composition C40H23CaF15GeN3O6PS2, computed with the ωB97M-V functional and the def2-TZVPD basis.

Total charge: -2
Relative energy (zero: lowest compared OMol25 entry of this formula, charge and spin) (kJ/mol): 247.9
LUMO level (Ha): 0.1282
HOMO energy (eV): -1.45
Calculated total energy (a.u.): -7544.2788

CARTESIAN COORDINATES (ANGSTROEM)
Ca 0.251 1.208 2.629
O -0.270 -1.398 -0.807
C -0.344 -0.838 0.289
N 0.664 -0.454 1.062
C 1.943 -0.590 0.425
C 3.043 0.037 1.219
C 4.372 -0.271 0.903
C 5.398 0.323 1.604
C 5.085 1.222 2.620
C 3.749 1.475 2.870
N 2.755 0.902 2.193
C -1.725 -0.650 0.897
C -2.813 -1.235 0.254
C -4.063 -1.125 0.838
C -4.194 -0.434 2.037
C -3.062 0.125 2.607
N -1.860 0.015 2.052
H 1.949 -0.129 -0.578
H 2.203 -1.641 0.227
H 4.565 -0.973 0.103
H 6.430 0.094 1.367
H 5.849 1.722 3.200
H 3.447 2.168 3.648
H -2.638 -1.743 -0.682
H -4.929 -1.558 0.354
H -5.155 -0.303 2.516
H -3.108 0.715 3.518
O -1.112 2.391 4.453
C -0.968 3.283 3.573
O 0.141 3.514 3.027
C -2.199 3.903 2.974
C -3.166 4.456 3.805
C -4.356 4.946 3.288
C -4.591 4.820 1.925
C -3.657 4.227 1.098
C -2.431 3.781 1.596
S -1.271 3.032 0.480
H -2.972 4.474 4.872
H -5.099 5.392 3.939
H -5.525 5.172 1.501
H -3.854 4.067 0.045
C 3.141 -1.879 6.679
O 1.763 -1.673 6.388
P 1.450 -0.909 4.937
O 1.648 0.648 5.332
C 0.988 1.230 6.475
O -0.168 -0.964 5.028
C -0.791 -2.099 4.402
H 3.218 -2.083 7.746
H 3.735 -0.991 6.445
H 3.530 -2.730 6.114
H 1.674 1.967 6.891
H 0.776 0.468 7.226
H 0.073 1.711 6.139
H -1.852 -1.875 4.329
H -0.642 -2.995 5.008
H -0.393 -2.249 3.396
F -0.047 1.801 -5.342
C -1.086 1.231 -4.695
C -0.915 0.025 -4.042
C -2.053 -0.431 -3.391
F -2.048 -1.606 -2.730
C -3.255 0.252 -3.368
F -4.317 -0.244 -2.706
C -3.371 1.454 -4.040
F -4.530 2.128 -4.035
C -2.274 1.943 -4.718
F -2.368 3.108 -5.379
Ge 0.967 -0.724 -3.678
S -2.392 2.287 -1.081
C 0.579 -2.741 -3.779
C 1.366 -3.561 -2.999
F 2.402 -3.050 -2.304
C 1.165 -4.928 -2.875
F 1.967 -5.683 -2.098
C 0.127 -5.522 -3.559
F -0.087 -6.844 -3.456
C -0.696 -4.741 -4.354
F -1.708 -5.321 -5.025
C -0.455 -3.383 -4.449
F -1.294 -2.701 -5.241
C 1.768 -0.502 -5.606
C 2.494 0.661 -5.812
F 2.499 1.620 -4.871
C 3.247 0.920 -6.946
F 3.928 2.073 -7.086
C 3.313 -0.029 -7.948
F 4.045 0.193 -9.053
C 2.619 -1.213 -7.793
F 2.682 -2.146 -8.762
C 1.868 -1.421 -6.644
F 1.228 -2.604 -6.606

---

Kohn-Sham gap in eV, matching the order above: 8.74; 9.11; 4.94